C5H15N2O | ωB97M-V with the def2-TZVPD basis set

Geometry as XYZ:
```
23
Properties=species:S:1:pos:R:3:forces:R:3
O 1.577538 0.131150 -2.146232 0.1 -5.6 -0.1
N -0.301375 -0.796604 -0.615839 -0.3 -0.9 -3.5
N 0.720845 -0.437174 1.471015 4.4 -1.9 0.4
C -1.248209 1.794192 1.134098 0.9 2.1 0.3
C -0.327061 -0.313644 0.650366 -3.1 1.2 0.8
C -1.530147 0.355410 1.158263 -1.1 -1.9 0.5
C 2.098388 -0.874284 0.939254 0.1 1.1 1.6
C -1.361428 -0.668417 -1.694003 1.2 0.9 0.1
H 2.850813 -1.115770 1.770699 -1.7 -0.1 -1.1
H 2.299712 -0.429760 -2.536479 -0.9 1.4 0.3
H -1.783896 -0.051983 2.167152 0.3 0.6 -0.2
H -0.823575 -1.002229 -2.547586 0.0 -1.5 -0.7
H -1.593785 0.324107 -2.207658 0.3 -0.1 2.0
H 0.513692 -0.581776 2.466074 0.3 0.0 -0.3
H 1.741315 1.007396 -2.215537 1.3 4.2 -0.6
H 0.631483 -1.076666 -0.948963 -1.0 0.3 -0.2
H -2.313439 -1.155207 -1.459768 0.5 -0.1 0.1
H -0.472009 1.988921 1.892813 -0.3 0.2 -0.1
H 1.977182 -1.654179 0.183443 0.2 -0.3 0.6
H -0.764179 2.111386 0.195136 -0.4 -0.2 0.1
H -2.066861 2.469362 1.320223 -0.4 0.1 0.2
H 2.591946 -0.039879 0.418998 -0.6 0.1 0.1
H -2.416958 0.015653 0.604536 0.2 0.4 -0.2
```
Forces are in eV/Å.

Summary:
Total charge   +1
E   -383.82374 a.u.
Spin multiplicity   3
LUMO (spin up / spin down)   -2.865 / -7.456 eV
Largest force on an atom   5.57 eV/Å
HOMO-LUMO gap (spin up / spin down)   6.63 / 7.46 eV
⟨S²⟩   2.0082

Löwdin population analysis, charges in e, atoms 1 to 2:
1. O 0.00
2. N 0.12